132
Properties=species:S:1:pos:R:3:lowdin_spin:R:1 method="wB97M-V/def2-TZVPD" charge=0 relative_energy_ev=0.600 energy_ha=-4522.04056 multiplicity=4 homo_energy_ev="-6.0366 / -7.8312" fmax_ev_per_a=2.44 lumo_energy_ev="0.044 / 0.034"
V 0.13821 -0.04007 -0.06623 2.60
C -1.78588 4.86162 3.64769 0.00
C -1.06453 3.53729 3.57646 0.00
C -0.63217 3.01500 4.93047 0.00
O -1.92957 2.59799 2.95029 0.00
C -1.22336 1.90231 1.92961 0.01
C -0.16902 2.95896 1.51598 0.00
O 0.07893 3.64619 2.74380 0.00
C 1.16717 2.58209 0.80182 0.01
O 0.86946 1.72954 -0.25783 0.04
C 1.68720 3.93099 0.24842 0.00
C 2.31360 4.87952 1.05498 0.00
C 2.68917 6.11214 0.53736 0.00
C 2.45309 6.41751 -0.79944 0.00
C 1.83413 5.47770 -1.60950 0.00
C 1.45110 4.24800 -1.08272 0.00
C 2.30054 1.96570 1.64590 0.00
C 2.33139 1.85020 3.03140 0.00
C 3.45521 1.33754 3.68086 0.00
C 4.55957 0.92510 2.95410 0.00
C 4.53701 1.03202 1.56435 0.00
C 3.42553 1.55393 0.92750 0.00
C -2.24534 1.43844 0.84599 0.01
O -1.58860 0.59805 -0.06341 0.03
C -2.78110 2.68595 0.13400 0.00
C -2.26285 3.03045 -1.10844 0.00
C -2.63585 4.21667 -1.73028 0.00
C -3.53614 5.07408 -1.11376 0.00
C -4.08022 4.72327 0.11582 0.00
C -3.70833 3.53563 0.73344 0.00
C -3.42060 0.64375 1.43880 0.00
C -3.48322 0.19012 2.75001 0.00
C -4.53797 -0.61663 3.18019 0.00
C -5.54909 -0.96839 2.30275 0.00
C -5.49939 -0.50989 0.98746 0.00
C -4.44598 0.28236 0.56552 0.00
H -2.73601 4.73977 4.17224 0.00
H -1.98359 5.22095 2.63644 0.00
H -1.17482 5.59436 4.17876 0.00
H -1.44833 3.10933 5.64943 0.00
H 0.22634 3.58424 5.29391 0.00
H -0.35659 1.96019 4.85510 0.00
H -0.71906 1.01962 2.34178 0.01
H -0.65324 3.64909 0.82374 0.00
H 2.50976 4.65013 2.09679 0.00
H 3.17154 6.83848 1.18099 0.00
H 2.74042 7.38205 -1.19978 0.00
H 1.64089 5.70192 -2.65286 0.00
H 0.94017 3.52833 -1.70392 0.00
H 1.48898 2.17679 3.61838 0.00
H 3.45960 1.27117 4.76344 0.00
H 5.43285 0.53024 3.45883 0.00
H 5.39238 0.71596 0.97800 0.00
H 3.41718 1.65139 -0.15063 0.00
H -1.54978 2.36089 -1.56905 0.00
H -2.21097 4.47847 -2.69273 0.00
H -3.81026 6.01003 -1.58484 0.00
H -4.79714 5.37793 0.59735 0.00
H -4.13480 3.26864 1.69321 0.00
H -2.71845 0.47590 3.46172 0.00
H -4.55488 -0.96520 4.20502 0.00
H -6.36987 -1.59311 2.63591 0.00
H -6.29204 -0.76593 0.29364 0.00
H -4.40860 0.64209 -0.45682 0.00
N -2.27000 -2.41797 5.10083 -0.01
C -1.35484 -2.13637 4.46690 0.00
C -0.18259 -1.81589 3.66439 0.00
C 1.09737 -1.98094 4.17667 0.06
C 2.15389 -1.77480 3.30903 0.00
C 1.91506 -1.36803 2.01013 0.06
N 0.67370 -1.14661 1.51634 0.03
C -0.35753 -1.42782 2.35642 0.06
H 1.24767 -2.27404 5.20733 0.00
H 3.17666 -1.91702 3.63159 0.00
H 2.73259 -1.19083 1.32372 0.00
H -1.35538 -1.34493 1.94491 0.00
S 2.28972 -1.01209 -1.37399 0.02
C 2.48911 0.06574 -2.69182 0.01
N 1.89163 1.25504 -2.72244 0.01
C 2.09823 2.24266 -3.77350 0.00
C 2.40693 1.54469 -5.07945 0.00
C 3.55483 0.57614 -4.86707 0.00
N 3.26596 -0.28103 -3.72537 0.00
H 1.50496 1.56658 -1.81934 0.00
H 2.91184 2.92229 -3.50444 0.00
H 1.18877 2.83717 -3.85554 0.00
H 2.67447 2.27548 -5.84229 0.00
H 1.52418 0.99989 -5.42405 0.00
H 4.48736 1.12430 -4.70690 0.00
H 3.68825 -0.06249 -5.73647 0.00
H 3.65218 -1.21341 -3.69379 0.00
C -0.16220 -4.45434 1.25079 0.00
N -1.52992 -4.09085 0.93039 0.00
C -2.57076 -4.92885 1.50786 0.00
C -3.92176 -4.27441 1.34093 0.00
C -4.10171 -3.90033 -0.11277 0.00
N -3.02124 -3.02182 -0.52734 0.00
C -3.28047 -2.11534 -1.63085 0.00
C -1.75828 -3.13045 -0.02674 0.00
O -0.83884 -2.40879 -0.40901 0.02
H 0.03246 -4.33802 2.32123 0.00
H 0.51920 -3.82298 0.68759 0.00
H 0.01789 -5.50276 0.98597 0.00
H -2.33926 -5.07018 2.56567 0.00
H -2.56125 -5.91928 1.03586 0.00
H -3.96760 -3.36680 1.94962 0.00
H -4.71225 -4.95032 1.66778 0.00
H -5.03971 -3.36565 -0.26288 0.00
H -4.13012 -4.80136 -0.73865 0.00
H -4.09334 -1.43982 -1.37662 0.00
H -3.55721 -2.68054 -2.52652 0.00
H -2.39198 -1.53032 -1.83428 0.00
C 2.14821 -5.73288 -1.62082 0.00
P 1.21872 -4.32890 -2.39120 0.00
C -0.02093 -5.33053 -3.32543 0.00
C 2.38233 -3.94157 -3.76182 0.00
C 1.91795 -3.55982 -5.02220 0.00
C 2.79708 -3.18205 -6.03134 0.00
C 4.16585 -3.16921 -5.79801 0.00
C 4.64582 -3.52771 -4.54285 0.00
C 3.76217 -3.90042 -3.53649 0.00
H 2.90848 -5.36256 -0.93190 0.00
H 2.62183 -6.37923 -2.36328 0.00
H 1.43927 -6.32540 -1.03727 0.00
H 0.43935 -6.04009 -4.01629 0.00
H -0.70547 -4.68378 -3.87515 0.00
H -0.61640 -5.88201 -2.59420 0.00
H 0.85399 -3.56543 -5.22929 0.00
H 2.40983 -2.90395 -7.00431 0.00
H 4.85336 -2.88703 -6.58565 0.00
H 5.71093 -3.52110 -4.34644 0.00
H 4.15718 -4.16771 -2.56337 0.00